(1)
Computed, not measured: a molecular structure, CH9N5 at a distorted geometry, with ωB97M-V/def2-TZVPD.

Cartesian coordinates (Å):
C 0.6049 0.0504 -0.4240
N 0.1683 -0.6186 0.6819
N -1.4271 -1.1538 -0.0233
N -2.4817 -0.3003 0.0734
N 2.3915 0.0368 0.0949
N 0.0552 1.3266 -0.5783
H 0.6555 -1.5033 0.7784
H -1.5005 -2.1684 -0.0163
H 0.6803 -0.4666 -1.3869
H -2.7122 -0.0514 1.0325
H -2.2975 0.5642 -0.4320
H 2.7043 0.9894 0.2819
H 2.6605 -0.4141 0.9699
H 0.0445 1.8512 0.2875
H 0.4540 1.8578 -1.3396

- orbital gap (eV) = 9.20
- multiplicity = 1
- HOMO level (Eh) = -0.296
- ΔE to the lowest compared entry with this formula, charge and spin (kcal per mole) = 67.11
- LUMO level (eV) = 1.1

(2)
Computed, not measured: a gas-phase ion, CH9N6 (charge +1) at a distorted geometry, with ωB97M-V/def2-TZVPD.

Cartesian coordinates (Å):
N -2.4143 -0.9991 0.0925
C -1.3175 -0.1740 0.0515
N -1.3896 0.9998 -0.5413
N -0.2310 -0.7576 0.3538
N 1.0969 -0.0645 -0.3538
N 1.3105 1.0041 0.4305
N 2.0895 -1.0933 -0.2314
H -2.3099 -1.9026 0.3573
H -3.3065 -0.4756 0.2620
H -0.6170 1.7626 -0.5060
H -2.1796 1.2503 -1.0549
H 0.7769 0.1542 -1.3587
H 1.3936 0.5737 1.2781
H 2.1114 1.5798 0.2361
H 2.3545 -1.4691 -1.1505
H 1.7695 -1.8809 0.4091

- SMILES = NC(N)=N[NH+](N)N
- orbital gap (eV) = 10.92
- multiplicity = 1
- HOMO level (Eh) = -0.517
- ΔE to the lowest compared entry with this formula, charge and spin (kcal per mole) = 58.27
- charge = +1
- LUMO level (eV) = -3.1

(3)
Computed, not measured: 4 unconnected molecules or ions with the total composition CH9NO2 at a distorted geometry, with ωB97M-V/def2-TZVPD.

Cartesian coordinates (Å):
C -0.0340 0.2804 -1.8131
N 0.0608 0.6467 -0.3973
H 0.3274 -0.7565 -1.9608
H 0.5754 0.9820 -2.3989
H -1.0538 0.1684 -2.1666
H -1.4323 -0.1626 0.3802
H -0.6944 1.3454 -0.2462
H 0.3786 0.6759 1.2904
H 0.2241 1.3307 2.6761
O 0.7295 0.6086 2.1991
H 0.2823 -2.2573 1.3811
H 0.1549 -0.9586 0.5532
O 0.4814 -1.9031 0.5029

- orbital gap (eV) = 8.69
- multiplicity = 1
- HOMO level (Eh) = -0.382
- ΔE to the lowest compared entry with this formula, charge and spin (kcal per mole) = 101.53
- LUMO level (eV) = -1.7

(4)
Computed, not measured: 3 unconnected molecules or ions with the total composition CH9NO2 at a distorted geometry, with ωB97M-V/def2-TZVPD.

Cartesian coordinates (Å):
C 0.3317 0.5474 1.1814
N 0.2964 0.5325 -0.2554
H -0.6398 0.3683 1.6034
H 1.0026 -0.2429 1.5314
H 0.7271 1.4581 1.5931
H 0.3837 1.4818 -0.6141
H -0.5559 0.1322 -0.6731
O 2.3732 -0.9278 -0.3936
H 3.2758 -0.7853 -0.8522
H 1.6997 -0.1950 -0.7696
O -2.6902 -0.5821 -0.5827
H -2.5275 -1.2204 -1.3032
H -3.6766 -0.5668 -0.4655

- SMILES = CN.O.O
- orbital gap (eV) = 9.83
- multiplicity = 1
- HOMO level (Eh) = -0.340
- ΔE to the lowest compared entry with this formula, charge and spin (kcal per mole) = 8.58
- LUMO level (eV) = 0.6

(5)
Computed, not measured: 4 unconnected molecules or ions with the total composition CH9NO3 at a distorted geometry, with ωB97M-V/def2-TZVPD.

Cartesian coordinates (Å):
C 1.6657 1.6291 -1.6978
N 1.0285 0.8247 -0.9255
H 2.5135 2.2521 -1.4087
H 1.2367 1.7537 -2.6831
H 1.5153 0.7264 -0.0038
O -2.0844 1.6373 1.1350
H -2.5039 0.8332 1.4717
H -1.5523 1.2492 0.4274
O 0.5952 -2.1548 -0.2474
H -0.0348 -2.6216 -0.8055
H 0.7449 -1.3145 -0.7075
O -1.4370 -1.6104 1.9111
H -0.9689 -2.0781 1.2033
H -0.7185 -1.1262 2.3309

- SMILES = C=N.O.O.O
- orbital gap (eV) = 11.71
- multiplicity = 1
- HOMO level (Eh) = -0.406
- ΔE to the lowest compared entry with this formula, charge and spin (kcal per mole) = 16.66
- LUMO level (eV) = 0.7

(6)
Computed, not measured: 4 unconnected molecules or ions with the total composition CH9NO3, with ωB97M-V/def2-TZVPD.

Cartesian coordinates (Å):
C -1.2505 -0.1224 2.5516
N -0.7799 -0.5236 1.4570
H -2.3130 -0.2744 2.7402
H -0.6978 0.3408 3.3551
H 0.1873 -0.2103 1.3341
O 0.9489 1.6262 -0.1949
H 1.5012 1.1417 -0.8309
H 0.7563 2.4674 -0.6212
O -0.9094 -1.2865 -1.3139
H -1.1082 -0.4034 -0.9650
H -0.7062 -1.7409 -0.4849
O 1.5401 0.0494 -2.3706
H 0.6970 -0.3748 -2.1198
H 2.1343 -0.6891 -2.5368

- SMILES = C=N.O.O.O
- orbital gap (eV) = 11.36
- multiplicity = 1
- HOMO level (Eh) = -0.383
- ΔE to the lowest compared entry with this formula, charge and spin (kcal per mole) = 10.79
- LUMO level (eV) = 0.9

(7)
Computed, not measured: a molecular structure, CH9NSb, with ωB97M-V/def2-TZVPD.

Cartesian coordinates (Å):
C 1.5162 -0.1387 0.0616
Sb -0.6514 -0.5974 -0.0933
N -1.1591 1.4840 0.0662
H 2.0488 -1.0022 0.4669
H 1.6492 0.7196 0.7231
H 1.9147 0.0926 -0.9300
H -0.7010 -0.6725 1.6927
H -2.3637 -0.9917 -0.1792
H -0.5858 -0.3623 -1.8605
H -0.2632 -2.3284 -0.2391
H -0.7633 1.8124 0.9470
H -0.6415 1.9847 -0.6554

- orbital gap (eV) = 7.81
- multiplicity = 1
- HOMO level (Eh) = -0.123
- ΔE to the lowest compared entry with this formula, charge and spin (kcal per mole) = 0.00
- charge = -1
- LUMO level (eV) = 4.5

(8)
Computed, not measured: a molecular structure, CHAuO3 at a distorted geometry, with ωB97M-V/def2-TZVPD.

Cartesian coordinates (Å):
O -1.3077 -0.4564 0.3488
C -0.2299 0.2744 0.2463
O 0.1109 0.4051 -0.9949
O 0.7518 0.0804 1.0298
H -1.0846 -1.2125 -0.3581
Au 1.7594 0.9090 -0.2719

- orbital gap (alpha / beta) (eV) = 9.95 / 6.30
- multiplicity = 3
- HOMO level (alpha / beta) (Eh) = -0.868 / -0.893
- ΔE to the lowest compared entry with this formula, charge and spin (kcal per mole) = 0.00
- charge = +2
- LUMO level (alpha / beta) (eV) = -13.7 / -18.0
- ⟨S²⟩ = 2.0369

(9)
Computed, not measured: CHBN2O3 in the gas phase at a distorted geometry, with ωB97M-V/def2-TZVPD.

Cartesian coordinates (Å):
O 2.0443 -1.2197 0.8257
C 1.5511 -0.6569 -0.0595
N 0.9698 0.0001 -0.8953
B 0.0195 0.9358 -0.2749
O -1.3597 0.7316 -0.4150
N -1.8154 -0.2971 0.4956
O -1.9034 -1.3195 -0.0287
H 0.4937 1.8258 0.3521

- SMILES = O=C=NBON=O
- orbital gap (eV) = 10.36
- multiplicity = 1
- HOMO level (Eh) = -0.410
- ΔE to the lowest compared entry with this formula, charge and spin (kcal per mole) = 0.00
- LUMO level (eV) = -0.8

(10)
Computed, not measured: a molecular structure, CHBaO3 at a distorted geometry, with ωB97M-V/def2-TZVPD.

Cartesian coordinates (Å):
C -1.4599 -0.1573 -0.2142
O -2.1563 -1.1524 0.2399
O -0.3344 0.1012 -0.4961
Ba 2.2919 0.3842 -0.0263
O -2.6144 0.3460 0.0701
H 4.2731 0.4784 0.4266

- orbital gap (eV) = 5.82
- multiplicity = 1
- HOMO level (Eh) = -0.429
- ΔE to the lowest compared entry with this formula, charge and spin (kcal per mole) = 121.53
- charge = +1
- LUMO level (eV) = -5.8

(11)
Computed, not measured: 2 unconnected molecules or ions with the total composition CHBr2NO2 at a distorted geometry, with ωB97M-V/def2-TZVPD.

Cartesian coordinates (Å):
C 0.4772 -0.2482 0.5879
N 0.4302 0.0328 -0.7900
O 0.9841 1.1105 -1.1010
O -0.2442 -0.6274 -1.5377
Br 0.0662 -1.9360 0.9979
Br -2.4085 0.9662 0.7440
H 0.6949 0.7020 1.0989

- orbital gap (alpha / beta) (eV) = 6.19 / 8.66
- multiplicity = 1
- HOMO level (alpha / beta) (Eh) = -0.365 / -0.412
- ΔE to the lowest compared entry with this formula, charge and spin (kcal per mole) = 55.69
- LUMO level (alpha / beta) (eV) = -3.8 / -2.5

(12)
Computed, not measured: 2 unconnected molecules or ions with the total composition CHBr2NO2 at a distorted geometry, with ωB97M-V/def2-TZVPD.

Cartesian coordinates (Å):
C 0.0969 0.2187 -0.1599
N -0.9828 -0.3086 -0.7310
O -0.8287 -0.7358 -1.8708
O -2.0362 -0.0897 -0.1702
Br -0.2651 1.1614 1.4305
Br 2.9249 -0.3002 1.9792
H 1.0912 0.0543 -0.4778

- orbital gap (alpha / beta) (eV) = 10.48 / 6.99
- multiplicity = 3
- HOMO level (alpha / beta) (Eh) = -0.374 / -0.402
- ΔE to the lowest compared entry with this formula, charge and spin (kcal per mole) = 13.32
- LUMO level (alpha / beta) (eV) = 0.3 / -4.0
- ⟨S²⟩ = 2.0112